Formula: C19H36AsN2O3S5Ti
Source: OMol25
Level of theory: the ωB97M-V functional and the def2-TZVPD basis

Summary:
Max |F| ... 0.0635 hartree/bohr
Total charge ... +3

Each line ends with the natural charge from an NBO analysis.
Cartesian coordinates (Å):
Ti -0.74608 -0.33522 -0.37314  1.311
C -4.05107 -2.00781 -1.03939  -0.553
C -4.24273 -0.59089 -1.70994  -0.515
S -3.05048 0.64419 -0.98664  0.310
C -3.70950 1.22093 0.58457  -0.550
C -3.44129 0.41167 1.84204  -0.526
S -1.67531 0.05444 2.04891  0.337
C -1.77112 -1.60651 2.85641  -0.513
C -0.38131 -2.23481 2.69192  -0.595
S 0.04476 -2.54881 0.99183  0.392
C -0.85188 -4.01820 0.48334  -0.574
C -2.25034 -3.80584 0.00560  -0.472
S -2.31185 -2.39081 -1.21183  0.334
H -4.62400 -2.73527 -1.62882  0.284
H -4.47707 -2.00395 -0.04251  0.239
H -5.25974 -0.19718 -1.54006  0.280
H -4.01780 -0.66966 -2.77304  0.265
H -4.77003 1.51354 0.44444  0.290
H -3.13250 2.13029 0.73680  0.273
H -3.91058 -0.59185 1.84054  0.230
H -3.80656 0.97369 2.70016  0.285
H -2.61161 -2.22333 2.49393  0.229
H -1.97455 -1.48983 3.93628  0.284
H -0.23690 -3.14201 3.31508  0.293
H 0.41509 -1.50188 3.00140  0.304
H -0.70401 -4.77180 1.28717  0.295
H -0.25446 -4.33606 -0.34253  0.262
H -3.02712 -3.61040 0.73294  0.237
H -2.54442 -4.62145 -0.64891  0.276
C 0.29846 2.42196 -3.45581  -0.954
As -0.55602 3.23461 -1.94068  1.511
C -2.32874 3.73538 -2.52077  -0.934
C 0.27577 4.83726 -1.55601  -0.978
S -0.60749 2.10802 -0.07471  -0.481
H 0.30662 3.16192 -4.25910  0.291
H -0.15263 1.46666 -3.65905  0.253
H 1.37438 2.24039 -3.23441  0.271
H -2.14542 4.57629 -3.23910  0.277
H -2.94588 4.04577 -1.69424  0.264
H -2.74294 2.95194 -3.05117  0.243
H 0.62128 5.21974 -2.52387  0.280
H 1.09767 4.61358 -0.89043  0.276
H -0.40756 5.54403 -1.14939  0.283
C 3.54662 -2.55276 1.67241  -0.612
C 4.30503 -1.18765 1.74203  -0.384
C 3.63997 -0.07949 0.90382  -0.248
C 4.30878 1.28258 1.08905  -0.389
C 3.74508 2.31141 0.12888  -0.621
C 3.86511 -0.57373 -0.57211  0.713
O 4.92613 -0.69471 -1.10762  -0.465
N 2.75528 -1.03744 -1.30479  -0.615
C 1.55766 -0.61491 -0.98342  0.782
O 0.51419 -0.83913 -1.71274  -0.706
N 1.25664 -0.04520 0.19923  -0.732
C 2.14132 0.03918 1.27460  0.747
O 1.68670 0.15261 2.34423  -0.526
H 3.91900 -3.25566 2.41512  0.259
H 3.53821 -2.99517 0.67785  0.203
H 2.50053 -2.37440 1.92444  0.170
H 5.36268 -1.30087 1.47814  0.258
H 4.36401 -0.78877 2.76155  0.243
H 5.37122 1.16622 0.90936  0.253
H 4.21784 1.61887 2.14571  0.245
H 4.02880 2.09636 -0.89559  0.212
H 4.14911 3.34497 0.39032  0.262
H 2.58877 2.24199 0.17515  0.169
H 2.99826 -1.58706 -2.10342  0.466

Formula: C19H26N2O7S2
Source: OMol25
Level of theory: the ωB97M-V functional and the def2-TZVPD basis

Summary:
Max |F| ... 0.0314 hartree/bohr
SMILES string ... NCCC1=C(c2cccnc2)C(=O)OC1=O.O=S1(=O)CCCC1.O=S1(=O)CCCC1

Each line ends with the natural charge from an NBO analysis.
Cartesian coordinates (Å):
N 0.05264 -2.65072 1.09009  -0.848
C -0.14301 -2.77320 -0.35077  -0.214
C -1.62197 -2.98384 -0.67162  -0.452
C -2.53111 -1.87125 -0.27554  0.003
C -2.34938 -0.54956 -0.17487  -0.128
C -1.13497 0.25334 -0.40309  -0.122
C -0.39261 0.76459 0.65989  -0.153
C 0.70819 1.50826 0.30882  -0.220
C 1.07092 1.73691 -1.00010  0.042
N 0.37572 1.23547 -2.01794  -0.403
C -0.69465 0.53889 -1.68080  0.032
C -3.65936 0.06689 0.22244  0.781
O -3.90599 1.11134 0.72707  -0.513
O -4.62880 -0.87316 -0.14732  -0.512
C -3.98717 -2.08057 0.11484  0.759
O -4.50387 -3.02231 0.61943  -0.491
H -0.30143 -1.76451 1.42647  0.343
H 1.05344 -2.67000 1.28993  0.399
H 0.26731 -1.93550 -0.92899  0.169
H 0.40503 -3.66379 -0.66868  0.194
H -1.71515 -3.13339 -1.75424  0.233
H -1.96825 -3.90853 -0.20710  0.247
H -0.65694 0.57193 1.68944  0.228
H 1.32624 1.92475 1.09551  0.224
H 1.94645 2.33263 -1.22022  0.202
H -1.28784 0.13757 -2.50177  0.189
O -0.89602 6.30211 -1.42184  -0.943
S -1.42633 5.30222 -0.53014  2.173
O -0.55894 4.46932 0.26500  -0.950
C -2.64617 6.07160 0.53049  -0.673
C -3.95600 5.94422 -0.24226  -0.405
C -3.96193 4.52303 -0.81851  -0.406
C -2.58201 4.27172 -1.44050  -0.678
H -2.35674 7.10078 0.72988  0.254
H -2.67852 5.50311 1.45964  0.241
H -4.81663 6.12502 0.40017  0.226
H -3.98247 6.67390 -1.05490  0.213
H -4.13698 3.80456 -0.01521  0.225
H -4.75328 4.38910 -1.55490  0.224
H -2.27447 3.23178 -1.34976  0.253
H -2.54818 4.57794 -2.48451  0.247
O 5.00789 -2.82717 3.07819  -0.931
S 4.12878 -3.15536 1.98853  2.181
O 2.71124 -2.88327 2.05811  -0.967
C 4.79113 -2.45033 0.48380  -0.673
C 5.71732 -3.53252 -0.06153  -0.407
C 4.96125 -4.85643 0.11176  -0.401
C 4.38500 -4.87354 1.53337  -0.678
H 5.29884 -1.51649 0.71350  0.259
H 3.95534 -2.26691 -0.19202  0.239
H 5.97595 -3.34714 -1.10288  0.229
H 6.64334 -3.55664 0.51700  0.218
H 4.14868 -4.90890 -0.61602  0.209
H 5.60772 -5.71602 -0.05815  0.228
H 3.43429 -5.39866 1.58512  0.255
H 5.08445 -5.30328 2.24769  0.251

Formula: C31H32N2O4S
Source: OMol25
Level of theory: the ωB97M-V functional and the def2-TZVPD basis

Summary:
Max |F| ... 0.0355 hartree/bohr

Each line ends with the natural charge from an NBO analysis.
Cartesian coordinates (Å):
C 3.50046 -2.69543 2.41056  -0.622
C 3.40547 -1.22872 2.12722  -0.072
O 2.28028 -0.72242 2.87557  -0.538
C 2.01641 0.58189 2.56658  0.755
C 1.07135 1.13936 3.50932  -0.959
S -0.52772 1.58096 3.10997  2.202
C -1.55658 0.13339 2.93565  -0.335
C -1.60323 -0.52308 1.70238  -0.182
C -2.57330 -1.49969 1.47999  -0.224
C -3.48996 -1.80760 2.49702  -0.216
C -3.41346 -1.17567 3.74853  -0.245
C -2.44047 -0.19938 3.97300  -0.132
O -1.06710 2.23149 4.28351  -0.995
O -0.59047 2.18085 1.79743  -0.978
O 2.61951 1.14876 1.65643  -0.682
H 4.31170 -3.09116 1.79079  0.203
H 3.69296 -2.87248 3.47451  0.200
H 2.58484 -3.20026 2.11405  0.219
H 4.31878 -0.69919 2.42543  0.159
H 3.23034 -1.00614 1.07340  0.202
H 0.99290 0.63348 4.46516  0.225
H -0.90368 -0.23009 0.91892  0.235
H -2.60776 -2.00923 0.51059  0.211
H -4.27324 -2.54424 2.31641  0.207
H -4.11435 -1.42632 4.55176  0.209
H -2.39683 0.33183 4.92585  0.229
C 7.16207 2.73651 4.52014  -0.672
C 5.88924 2.01394 4.69360  0.340
N 5.85124 0.65955 4.76320  -0.307
C 7.01756 -0.19494 4.63578  -0.413
C 4.58661 0.22422 5.17020  0.118
C 3.78223 1.37410 5.34654  0.002
C 2.55214 1.24440 5.97692  -0.166
C 2.15547 -0.02190 6.42973  -0.214
C 2.91649 -1.16042 6.13263  -0.187
C 4.17054 -1.05005 5.51883  -0.244
C 4.59700 2.52787 4.99323  -0.196
C 4.26044 3.87989 5.10811  0.048
C 3.01156 4.53580 5.13830  -0.207
C 2.66004 5.65355 5.94315  0.301
C 3.48866 6.38309 6.91580  -0.668
N 1.40778 6.07076 5.61288  -0.300
C 0.75166 7.22456 6.19543  -0.410
C 0.91246 5.33350 4.53552  0.108
C 1.91631 4.38666 4.19195  -0.002
C 1.88533 3.78863 2.94703  -0.189
C 0.87093 4.14543 2.05405  -0.149
C -0.15942 5.02236 2.43615  -0.193
C -0.12846 5.66254 3.67705  -0.242
H 6.93639 3.80423 4.47280  0.238
H 7.85392 2.57731 5.36508  0.240
H 7.67594 2.43254 3.59770  0.244
H 6.69589 -1.23474 4.54191  0.230
H 7.60517 0.08432 3.75327  0.220
H 7.67262 -0.11698 5.51516  0.212
H 1.88987 2.10708 6.02678  0.248
H 1.21233 -0.11290 6.98684  0.227
H 2.53634 -2.14857 6.40525  0.222
H 4.81742 -1.89758 5.30150  0.215
H 5.12422 4.55219 5.23294  0.192
H 4.45960 5.88469 6.96380  0.231
H 3.66500 7.43633 6.64441  0.235
H 3.03195 6.36429 7.91338  0.237
H -0.26424 7.28654 5.80436  0.232
H 0.72566 7.14014 7.28549  0.213
H 1.27918 8.15232 5.94760  0.208
H 2.66174 3.08328 2.66393  0.254
H 0.94405 3.79238 1.02110  0.239
H -0.98886 5.18955 1.74535  0.223
H -0.86420 6.40144 3.99799  0.206

Formula: C4H7BrF2N2O
Source: OMol25
Level of theory: the ωB97M-V functional and the def2-TZVPD basis

Summary:
Max |F| ... 0.0823 hartree/bohr
Energy above the lowest of the compared OMol25 structures with the same formula, charge and spin ... 232.1 kJ/mol

Each line ends with the natural charge from an NBO analysis.
Cartesian coordinates (Å):
C -0.43191 2.67984 0.42090  0.905
C -0.74972 -0.52690 -1.14517  -0.683
C -1.05137 0.13295 0.19462  -0.310
C -2.31574 -0.64172 0.68064  0.588
N 0.60800 2.41547 -0.09527  -0.828
N 0.01768 -0.38834 1.19394  -0.707
O -1.31930 3.09334 1.03868  -0.512
F -2.80851 -0.47952 1.88173  -0.321
F -2.06811 -2.11403 0.59995  -0.435
Br -3.70337 -0.15780 -0.57890  0.012
H -0.57063 -1.57134 -1.26006  0.196
H 0.32134 -0.22003 -1.51422  0.176
H -1.38473 -0.14853 -1.93244  0.252
H 0.81891 0.15885 1.29463  0.420
H 0.89174 2.07769 -0.94677  0.414
H -0.43503 -0.75260 2.05380  0.435
H 0.46876 -1.16261 0.71390  0.397

| no. | highest occupied orbital energy (eV) |
| --- | --- |
| 1 | -17.9375 |
| 2 | -9.2343 |
| 3 | -6.1080 |
| 4 | -7.9613 |